135
Properties=species:S:1:pos:R:3:lowdin_charge:R:1 method="wB97M-V/def2-TZVPD" multiplicity=1 charge=+1 e_above_lowest_kj_mol=136.0 e_homo_ev=-11.153 energy_ha=-8737.691587
C -3.59 -5.18 -0.38 -0.055
C -4.92 -4.60 -0.93 -0.244
O -4.73 -3.29 -1.49 -0.175
C -4.18 -3.33 -2.80 -0.162
C -2.76 -2.69 -2.78 -0.161
O -2.76 -1.52 -3.59 -0.161
C -1.91 -1.53 -4.73 -0.155
C -1.13 -0.22 -4.74 -0.163
O -0.11 -0.16 -3.72 -0.115
C 0.33 1.19 -3.60 -0.137
C 0.32 1.77 -2.16 -0.269
C 0.68 3.25 -2.40 -0.176
C -0.22 4.06 -3.40 -0.063
C 1.52 1.07 -1.40 -0.133
C 2.79 1.86 -1.01 -0.127
C 2.71 3.15 -0.17 -0.291
C 3.96 3.41 0.71 -0.532
S 3.58 4.47 2.15 0.754
C 1.01 -0.04 -0.37 -0.274
C 1.65 -0.06 1.03 -0.164
C 1.56 1.18 1.95 -0.085
C 1.52 -1.39 -0.98 -0.137
C 1.01 -2.68 -0.33 -0.237
N 1.67 -3.81 -1.06 0.007
C -0.54 0.13 -0.55 -0.100
C -1.52 -0.41 0.51 -0.131
C -1.37 -0.03 1.98 -0.281
C -2.57 -0.67 2.76 -0.541
Cl -1.90 -1.77 4.03 0.618
N -0.91 1.39 -1.38 0.035
C -1.81 2.45 -0.89 -0.585
Br -1.12 3.42 0.68 0.873
C -3.32 2.14 -0.75 -0.684
C -3.88 1.06 -1.69 -0.101
Br -4.05 1.95 1.07 0.777
H -3.74 -5.50 0.65 0.073
H -2.80 -4.44 -0.42 0.058
H -3.26 -6.04 -0.97 0.074
H -5.62 -4.47 -0.11 0.115
H -5.39 -5.25 -1.67 0.114
H -4.83 -2.71 -3.43 0.129
H -4.12 -4.34 -3.21 0.125
H -2.63 -2.36 -1.76 0.098
H -1.97 -3.40 -3.04 0.125
H -2.57 -1.45 -5.61 0.135
H -1.27 -2.41 -4.82 0.134
H -0.62 -0.12 -5.70 0.141
H -1.90 0.55 -4.59 0.123
H 1.32 1.33 -4.03 0.158
H -0.35 1.74 -4.27 0.109
H 0.62 3.77 -1.45 0.064
H 1.69 3.30 -2.80 0.121
H 0.28 4.21 -4.35 0.086
H -0.47 5.03 -2.97 0.085
H -1.14 3.51 -3.60 0.064
H 1.93 0.46 -2.20 0.118
H 3.46 1.16 -0.50 0.114
H 3.32 2.10 -1.94 0.124
H 1.80 3.27 0.41 0.033
H 2.69 4.00 -0.87 0.098
H 4.66 3.98 0.10 0.076
H 4.40 2.46 1.02 0.066
H 2.75 3.68 2.87 -0.139
H 2.71 -0.26 0.89 0.117
H 1.30 -0.90 1.62 0.096
H 1.32 0.87 2.97 0.087
H 2.53 1.66 2.01 0.042
H 0.83 1.93 1.67 -0.005
H 2.61 -1.42 -0.90 0.130
H 1.29 -1.48 -2.05 0.112
H -0.06 -2.84 -0.44 0.091
H 1.29 -2.79 0.72 0.108
H 0.97 -4.46 -1.40 0.057
H 2.29 -4.30 -0.43 0.064
H -0.70 -0.63 -1.33 0.132
H -2.57 -0.30 0.23 0.070
H -1.36 -1.48 0.48 0.113
H -0.49 -0.44 2.47 0.054
H -1.40 1.04 2.21 0.053
H -3.22 -1.26 2.12 0.074
H -3.13 0.09 3.29 0.042
H -1.47 0.98 -2.14 0.141
H -1.78 3.25 -1.63 0.078
H -3.84 3.06 -1.04 0.079
H -3.27 0.88 -2.58 0.066
H -4.10 0.13 -1.17 0.071
H -4.85 1.39 -2.07 0.096
C 9.52 6.24 6.48 -0.038
O 9.28 5.28 5.45 0.006
C 8.03 5.25 5.01 -0.623
O 7.12 5.93 5.40 0.126
O 7.95 4.31 4.05 0.005
C 6.65 4.17 3.49 -0.088
H 10.57 6.17 6.75 0.094
H 9.31 7.25 6.12 0.098
H 8.91 6.02 7.36 0.098
H 6.32 5.09 3.01 0.067
H 5.93 3.86 4.25 0.088
H 6.71 3.39 2.73 0.086
C 5.17 -5.39 3.53 -0.036
O 3.94 -5.60 4.22 0.011
C 3.08 -4.59 4.15 -0.624
O 3.26 -3.55 3.57 0.107
O 1.99 -4.93 4.83 0.012
C 0.98 -3.92 4.85 -0.060
H 5.78 -6.28 3.66 0.096
H 5.00 -5.24 2.46 0.094
H 5.71 -4.53 3.94 0.099
H 0.64 -3.70 3.84 0.071
H 1.35 -3.01 5.33 0.100
H 0.15 -4.30 5.42 0.095
C -4.58 -0.99 5.79 -0.077
O -5.42 -1.83 6.57 0.007
C -5.05 -1.95 7.85 -0.621
O -4.09 -1.41 8.35 0.127
O -5.91 -2.75 8.47 0.007
C -5.63 -2.97 9.85 -0.037
H -4.99 -0.98 4.78 0.087
H -4.58 0.03 6.18 0.103
H -3.56 -1.38 5.76 0.017
H -5.67 -2.03 10.40 0.099
H -4.65 -3.44 9.98 0.098
H -6.39 -3.63 10.23 0.094
C -3.72 1.93 -9.14 -0.042
O -2.72 1.95 -10.15 0.012
C -1.58 1.34 -9.82 -0.624
O -1.35 0.80 -8.76 0.102
O -0.75 1.43 -10.85 0.014
C 0.53 0.82 -10.64 -0.036
H -4.59 2.45 -9.54 0.096
H -4.01 0.90 -8.90 0.096
H -3.38 2.45 -8.25 0.093
H 0.42 -0.25 -10.45 0.098
H 1.05 1.29 -9.80 0.096
H 1.10 0.97 -11.54 0.097